Record 1
The following is a DFT calculation (ωB97M-V with the def2-TZVPD basis set) of an isolated molecule of C8H13ClN2O4.

Each line ends with the Löwdin charge.
CARTESIAN COORDINATES (ANGSTROEM)
C (0.824, -0.644, 1.873)  -0.676
H (1.340, 2.602, -1.401)  0.154
H (0.151, -1.787, 3.433)  0.067
C (-0.193, -1.660, 2.441)  -0.072
H (-0.620, 0.577, 1.241)  0.185
O (-2.474, 0.166, 0.703)  0.072
H (-0.205, -1.695, -0.127)  0.080
C (-0.400, -0.754, -0.350)  -0.075
C (-0.108, -0.359, -1.781)  -0.134
O (3.230, -1.059, 1.462)  0.032
H (-1.360, 1.275, -2.083)  0.118
Cl (1.020, 0.554, 3.165)  0.749
H (1.382, 1.703, 1.072)  0.110
H (-1.137, -1.228, 2.346)  0.051
C (1.106, 1.049, 0.184)  -0.148
C (-0.277, 1.091, -2.036)  -0.228
C (2.163, -1.552, 1.165)  -0.652
N (-2.085, -0.654, -0.095)  -0.311
H (-0.698, -0.991, -2.474)  0.145
H (0.097, 1.337, -3.084)  0.142
O (1.605, -2.436, 0.545)  0.014
O (-2.716, -1.276, -0.881)  0.126
N (0.197, 0.057, 0.718)  -0.103
C (0.440, 1.908, -1.001)  -0.148
H (-0.242, 2.773, -0.544)  0.144
H (2.054, 0.621, -0.178)  0.138
H (0.973, -0.623, -1.866)  0.153
H (-0.166, -2.586, 1.963)  0.068

## Properties
HOMO (eV): -8.7
Maximum force (eV/Å): 4.58
HOMO-LUMO gap (eV): 8.169
SMILES string: C[C@@](Cl)(C(=O)[O-])[N@H+]1CCCC[C@@H]1[N+](=O)[O-]
Energy relative to the best compared isomer or geometry (same formula, charge and spin) (kJ/mol): 157.0
Energy (Ha): -1183.1236
Net charge: 0

=====

Record 2
The following is a DFT calculation (ωB97M-V with the def2-TZVPD basis set) of a structure of composition C48H114AsF6N8O4P.

Each line ends with the Löwdin spin population.
CARTESIAN COORDINATES (ANGSTROEM)
N (31.569, 12.566, 3.648)  0.000
C (28.932, 7.687, 2.552)  0.003
H (27.086, 13.806, -5.034)  0.000
H (23.570, 4.001, -5.745)  0.000
C (26.794, 12.730, -3.079)  0.003
C (31.004, 13.495, -1.874)  0.000
H (23.087, 4.434, -3.233)  0.000
H (22.182, 7.871, 3.709)  0.001
H (29.088, 8.385, -4.463)  0.000
H (20.908, 17.754, 5.034)  0.000
H (24.983, 9.211, -4.478)  0.001
H (26.046, 6.230, 1.386)  0.001
C (22.955, 16.279, 1.406)  0.001
H (24.778, 5.117, -3.066)  0.000
H (19.464, 11.077, 4.116)  0.000
C (19.966, 10.083, -2.807)  0.000
C (22.320, 6.211, -5.193)  0.000
H (32.537, 14.453, 3.880)  0.000
H (26.301, 7.874, 2.119)  0.004
C (33.805, 11.926, 2.493)  0.000
O (19.916, 10.233, 4.050)  0.001
H (22.844, 17.079, 0.688)  0.000
H (24.438, 5.526, 4.251)  0.000
H (24.686, 7.344, -5.919)  0.000
C (30.155, 8.427, -4.247)  0.000
O (24.771, 8.323, -2.768)  0.007
C (29.279, 15.292, -3.505)  0.000
H (31.694, 10.063, -4.633)  0.000
C (25.190, 15.483, 0.389)  0.003
H (25.206, 4.595, -5.432)  0.000
H (30.913, 12.750, -1.084)  0.000
H (28.625, 18.162, -6.067)  0.000
H (34.501, 11.108, 2.678)  0.000
H (30.817, 17.473, -5.878)  0.000
F (25.915, 11.960, 0.916)  0.109
H (24.551, 14.213, -5.407)  0.000
N (29.485, 13.439, 3.468)  0.000
C (20.235, 10.232, -0.353)  0.003
H (29.813, 15.483, 3.677)  0.000
H (29.951, 11.270, 3.079)  0.001
H (21.971, 11.040, 5.808)  0.000
C (33.404, 12.855, -1.577)  0.000
O (18.569, 12.451, 0.552)  0.000
C (29.943, 10.965, -3.678)  0.000
N (27.933, 6.508, 2.520)  0.000
C (19.381, 13.136, -0.413)  0.001
H (18.873, 14.081, -0.603)  0.000
H (27.958, 4.379, 2.020)  0.000
H (25.624, 6.672, -4.535)  0.000
H (18.656, 12.885, 1.405)  0.000
C (26.762, 7.011, 1.640)  0.005
H (23.282, 6.087, -2.708)  0.001
N (22.176, 15.938, 2.577)  0.000
H (22.454, 14.272, 3.918)  0.000
C (20.963, 16.596, 3.186)  0.000
H (20.928, 9.274, 6.926)  0.000
H (20.793, 9.297, -0.394)  0.002
O (25.190, 5.817, 3.729)  0.001
H (21.583, 9.986, 2.855)  0.002
C (30.316, 17.390, -4.913)  0.000
H (22.415, 10.554, -2.071)  0.002
H (24.293, 13.445, -3.985)  0.000
H (29.186, 7.853, 1.505)  0.002
H (21.197, 11.563, 3.332)  0.001
H (32.481, 10.762, -1.444)  0.000
C (32.435, 13.488, -2.532)  0.000
C (28.878, 18.113, -5.008)  0.000
H (27.854, 13.849, 2.177)  0.002
C (23.725, 14.281, 2.159)  0.005
H (26.721, 4.326, 4.061)  0.000
H (23.492, 10.095, 7.159)  0.000
H (27.186, 7.462, 0.744)  0.004
C (19.324, 12.259, -1.691)  0.000
H (33.354, 11.923, 4.485)  0.000
F (25.194, 10.005, 2.494)  0.122
H (24.347, 13.399, 2.124)  0.004
H (19.091, 9.535, -2.458)  0.000
H (18.306, 11.924, -1.887)  0.000
N (24.018, 15.404, 1.273)  0.001
C (23.003, 8.088, 4.392)  0.003
H (31.424, 15.662, -4.307)  0.000
H (27.383, 7.327, 4.373)  0.001
H (30.424, 8.029, -3.268)  0.000
H (33.220, 13.041, -0.519)  0.000
N (23.700, 5.888, -4.736)  0.000
H (33.360, 11.931, 1.498)  0.000
C (21.315, 10.560, 3.742)  0.003
C (30.367, 15.835, -4.509)  0.000
H (21.692, 5.377, -5.507)  0.000
H (23.908, 8.356, 3.846)  0.004
C (30.614, 9.919, -4.623)  0.000
H (19.733, 10.714, -3.664)  0.000
C (29.771, 12.403, -4.275)  0.000
C (24.353, 8.411, -4.089)  0.001
C (22.364, 10.489, 4.953)  0.003
H (32.551, 12.962, -3.480)  0.000
H (25.409, 16.444, -0.076)  0.000
C (28.107, 13.380, 3.127)  0.005
H (26.131, 5.122, 5.390)  0.000
F (23.999, 8.949, 0.394)  0.127
H (26.225, 14.675, -3.778)  0.000
H (30.346, 10.108, -5.662)  0.000
H (31.008, 17.859, -4.214)  0.000
H (25.155, 9.097, -2.352)  0.003
H (29.157, 10.657, -2.989)  0.001
C (23.738, 9.236, 6.534)  0.001
H (28.369, 6.022, 4.580)  0.000
H (20.697, 8.233, 5.577)  0.000
H (24.067, 8.321, 7.026)  0.000
H (19.187, 9.933, -0.378)  0.000
H (24.610, 9.715, 6.088)  0.002
H (22.439, 17.869, 4.352)  0.000
C (21.440, 8.527, 6.319)  0.000
H (22.006, 12.049, -2.829)  0.001
H (24.215, 5.228, -6.788)  0.000
H (28.288, 15.455, -3.929)  0.000
C (30.240, 14.491, 3.687)  0.000
C (23.735, 5.306, -3.319)  0.000
C (22.803, 14.816, 3.053)  0.002
H (30.748, 11.025, -2.945)  0.000
H (20.223, 16.802, 2.412)  0.000
H (25.942, 12.415, -2.476)  0.003
H (32.366, 10.717, 3.537)  0.000
F (23.441, 11.295, 1.064)  0.104
H (29.016, 19.121, -4.617)  0.000
H (20.376, 13.313, -0.004)  0.001
H (30.032, 15.373, -5.437)  0.000
H (32.679, 14.508, -2.828)  0.000
C (31.571, 13.974, 3.816)  0.000
H (31.009, 14.325, -1.168)  0.000
C (30.251, 12.263, 3.380)  0.001
N (20.284, 11.023, -1.655)  0.001
H (29.291, 15.868, -2.579)  0.000
C (27.480, 6.302, 4.015)  0.001
H (28.284, 12.208, -1.701)  0.002
C (21.392, 17.795, 4.058)  0.000
H (19.597, 12.967, -2.474)  0.000
H (34.361, 12.862, 2.527)  0.000
C (26.403, 13.683, -4.194)  0.000
H (29.083, 12.472, -5.118)  0.000
H (26.047, 15.191, 0.996)  0.001
H (20.535, 10.866, 0.481)  0.002
H (21.878, 6.724, -4.338)  0.000
C (27.991, 13.175, -2.110)  0.003
H (27.143, 11.844, -3.608)  0.000
H (27.578, 12.456, 3.361)  0.004
H (20.439, 15.867, 3.804)  0.000
H (30.694, 7.823, -4.976)  0.000
C (21.796, 11.443, -1.948)  0.004
H (25.075, 14.715, -0.376)  0.002
H (30.621, 12.731, -4.874)  0.000
H (23.331, 8.763, -4.230)  0.000
H (29.745, 7.325, 3.181)  0.000
H (22.175, 11.953, -1.062)  0.004
C (24.677, 7.107, -4.855)  0.000
H (27.708, 13.976, -1.427)  0.001
H (27.741, 14.003, 3.944)  0.000
H (20.857, 9.561, -3.158)  0.000
C (24.206, 4.886, -5.754)  0.000
H (23.290, 7.232, 5.002)  0.000
H (28.453, 8.532, 3.047)  0.002
H (29.174, 5.534, 1.138)  0.000
C (28.629, 5.237, 2.034)  0.000
H (29.276, 4.892, 2.841)  0.000
As (24.964, 10.462, 0.692)  0.185
C (25.006, 13.423, -4.809)  0.001
H (34.412, 13.226, -1.764)  0.000
P (29.518, 13.556, -2.928)  0.000
N (22.628, 9.077, 5.477)  0.000
H (28.009, 17.581, -4.622)  0.000
F (24.726, 10.864, -1.071)  0.095
H (21.153, 18.787, 3.676)  0.000
H (33.651, 10.947, -2.727)  0.000
C (26.367, 5.317, 4.344)  0.000
H (34.152, 10.650, -1.195)  0.000
F (26.598, 9.684, 0.310)  0.125
C (33.412, 11.262, -1.711)  0.000
H (21.659, 7.653, 6.933)  0.000
C (32.750, 11.735, 3.598)  0.000
H (23.313, 10.943, 4.670)  0.003
H (24.875, 12.552, -5.451)  0.000
H (22.575, 6.843, -6.043)  0.000

## Properties
HOMO (alpha / beta) (eV): -12.9 / -18.8
Multiplicity: 2
Maximum force (eV/Å): 6.69
HOMO-LUMO gap (alpha / beta) (eV): 3.902 / 9.793
Energy (Ha): -5810.7211
Net charge: +5

=====

Record 3
The following is a DFT calculation (ωB97M-V with the def2-TZVPD basis set) of the ion C3H7NOS with charge -1.

Each line ends with the Löwdin spin population.
CARTESIAN COORDINATES (ANGSTROEM)
H (-0.960, 1.934, -0.031)  -0.001
H (-1.811, -1.452, 0.351)  -0.001
H (1.252, 0.628, -1.613)  -0.001
S (2.134, 0.275, 0.689)  0.106
C (-1.308, 0.876, 0.177)  0.070
C (1.055, -0.057, -0.712)  0.041
H (-0.892, -0.359, -1.576)  0.001
H (1.207, -1.058, -1.199)  0.011
C (-0.521, -0.216, -0.536)  0.083
O (-2.529, 0.630, -0.300)  0.674
H (-1.293, 0.845, 1.267)  0.016
H (-0.490, -2.033, 0.721)  0.000
N (-0.896, -1.650, -0.017)  0.000

## Properties
HOMO (alpha / beta) (eV): -2.9 / -2.7
Multiplicity: 2
Maximum force (eV/Å): 6.23
HOMO-LUMO gap (alpha / beta) (eV): 6.980 / 4.769
Energy relative to the best compared isomer or geometry (same formula, charge and spin) (kJ/mol): 161.2
Energy (Ha): -646.6084
Net charge: -1

=====

Record 4
The following is a DFT calculation (ωB97M-V with the def2-TZVPD basis set) of a cluster of 2 separate species, C29H59Br2ClN3O4S in total.

Each line ends with the Löwdin charge.
CARTESIAN COORDINATES (ANGSTROEM)
H (5.952, 0.278, 0.869)  0.072
H (-0.557, -3.955, -1.461)  0.141
H (-2.190, 0.088, -1.850)  0.120
H (2.901, -1.477, -0.238)  0.106
C (-0.287, 2.535, 2.519)  -0.286
H (1.642, 1.245, -0.526)  0.093
C (-0.254, 1.184, -1.600)  -0.141
H (3.454, -3.169, 2.082)  0.128
H (-5.336, -2.185, 1.711)  0.089
H (4.497, -3.459, -4.521)  0.093
H (5.877, -2.986, -5.536)  0.089
H (-1.256, 2.527, 3.009)  0.048
H (-4.615, -0.208, 0.889)  0.051
H (-3.729, -2.825, 1.380)  0.065
N (-1.834, -0.488, 1.194)  0.041
H (5.649, 1.401, 2.198)  0.072
C (-2.739, -0.721, -0.008)  -0.281
Br (-3.537, 0.943, 3.025)  0.909
C (-0.293, -3.293, -0.633)  -0.163
H (-2.212, -1.707, 4.301)  0.081
C (0.764, 2.873, 3.602)  -0.585
H (4.589, 0.355, -5.885)  0.085
H (-2.770, -1.942, -1.733)  0.158
H (-0.573, -2.505, 2.264)  0.062
O (3.971, -1.316, 2.736)  -0.167
H (-5.002, -3.052, 0.212)  0.088
C (1.195, -3.306, -0.453)  -0.164
C (5.239, -0.659, 2.706)  -0.250
H (2.786, 0.824, -2.251)  0.033
H (-2.887, 2.858, 1.346)  -0.006
H (-0.143, 0.127, -1.837)  0.111
H (0.384, 0.507, 2.608)  0.065
C (3.744, -2.211, 1.655)  -0.164
H (-2.054, 4.377, 1.123)  0.087
C (-1.292, 1.385, -0.466)  -0.288
H (-3.224, -1.350, 2.450)  0.060
C (-4.924, 1.808, -0.591)  -0.288
H (4.304, 0.692, 1.300)  0.062
H (0.311, 2.980, 4.579)  0.048
H (5.958, -2.817, -3.769)  0.094
C (-1.555, -1.114, 3.676)  -0.701
H (-3.333, 3.937, 0.038)  0.047
H (-0.271, 3.379, 1.845)  0.053
H (1.564, 2.143, 3.646)  0.065
C (2.582, -1.726, 0.773)  -0.153
O (-0.828, -1.993, -0.940)  -0.119
H (-5.704, 1.050, -0.567)  0.099
H (0.551, -1.539, 3.252)  0.069
H (3.693, 0.123, -3.934)  0.111
H (6.133, -0.492, -6.079)  0.093
C (5.057, -0.624, -5.957)  -0.046
H (-0.623, 1.666, -2.505)  0.132
Br (-0.909, 0.161, 5.005)  0.804
Cl (1.541, 4.457, 3.266)  0.556
C (-2.497, 3.533, 0.598)  -0.083
C (-3.787, 1.294, -1.492)  -0.122
H (-1.718, 3.252, -1.359)  0.116
C (-2.458, -0.592, 2.539)  -0.609
C (5.310, -2.743, -4.642)  -0.033
O (3.780, -1.503, -2.719)  -0.011
H (-4.243, 0.648, -2.242)  0.123
H (6.018, -1.396, 2.511)  0.114
O (1.514, -2.675, 0.778)  -0.155
C (-1.474, 2.905, -0.358)  -0.163
H (-2.530, -2.864, -0.276)  0.112
H (1.196, 2.794, -1.248)  0.115
H (-4.910, 3.691, -1.688)  0.066
C (-5.614, 3.074, -1.134)  -0.567
H (-3.388, 2.128, -2.069)  0.111
H (2.282, 2.160, -3.064)  0.070
H (-6.416, 2.768, -1.798)  0.070
C (-4.598, -2.346, 0.931)  -0.064
H (-0.697, -3.668, 0.309)  0.121
H (4.645, -2.341, 1.055)  0.127
C (5.293, 0.500, 1.706)  -0.056
H (1.013, 1.432, 1.304)  0.109
N (1.972, 1.340, -2.560)  0.018
H (1.733, -2.893, -1.304)  0.127
H (4.663, -1.137, -6.836)  0.093
C (-0.798, 0.579, 0.774)  -0.108
H (5.391, -0.286, 3.715)  0.115
C (-4.225, -0.995, 0.257)  -0.174
C (-0.413, -2.036, 3.235)  -0.101
C (4.045, -0.903, -3.753)  -0.353
H (-4.732, -0.957, -0.698)  0.121
N (4.778, -1.394, -4.759)  -0.189
H (1.437, -4.368, -0.343)  0.137
H (-0.078, -0.078, 0.283)  0.128
H (-4.649, 1.944, 0.446)  0.040
H (-0.520, 3.372, -0.141)  0.097
H (2.207, -0.830, 1.267)  0.101
H (-5.350, 4.423, 0.832)  -0.161
H (-1.265, -1.342, 1.166)  0.128
H (-0.332, -2.853, 3.946)  0.099
C (1.155, 1.715, -1.375)  -0.231
C (0.091, 1.221, 1.843)  -0.135
C (-2.247, -1.943, -0.777)  -0.128
C (-2.552, 0.544, -0.934)  -0.126
S (-6.438, 4.040, 0.153)  0.734

## Properties
HOMO (eV): -11.1
Maximum force (eV/Å): 1.86
HOMO-LUMO gap (eV): 8.848
Energy relative to the best compared isomer or geometry (same formula, charge and spin) (kJ/mol): 0.0
Energy (Ha): -7611.6898
Net charge: +1